1.
{"formula": "C21H30BF5GaN7OTe", "method": "ωB97M-V/def2-TZVPD", "symbols": ["C", "H", "H", "N", "H", "H", "H", "H", "C", "F", "H", "C", "H", "N", "H", "F", "H", "Ga", "H", "H", "O", "C", "C", "F", "H", "N", "Te", "H", "C", "H", "H", "H", "N", "C", "N", "C", "N", "C", "H", "H", "C", "C", "H", "C", "H", "H", "C", "H", "C", "C", "C", "H", "C", "C", "N", "H", "C", "H", "B", "H", "H", "H", "F", "C", "F", "H", "C"], "positions_angstrom": [[1.68495, 1.48599, -2.72086], [4.82714, 2.49900, 1.95770], [-1.44285, -3.98602, -0.49180], [1.70782, -1.17932, -0.27493], [-1.72238, 3.55715, -2.70461], [-3.71982, 0.96323, -1.01222], [4.71294, 1.97598, 0.27493], [3.46607, 0.43727, -3.29087], [-0.39326, 3.53858, 2.15297], [-1.71463, -0.75714, 4.97276], [-4.45653, -3.74324, 1.09325], [3.10021, 1.45892, -3.19039], [4.15496, -2.05789, 0.85189], [-0.06237, 1.09413, -1.41855], [-0.80411, -2.99966, 1.67269], [-0.22373, 1.05629, 3.92311], [1.82435, -4.35730, -0.89942], [-0.77392, 0.12911, 0.37161], [-2.25079, -3.81039, 2.39684], [4.42757, -1.64263, -0.83718], [-1.98259, 1.02098, 1.55410], [-3.55466, -1.09231, -0.62457], [2.85342, 2.01643, 1.35320], [-0.01809, -0.66438, 1.98033], [-1.63392, -2.74497, -1.73249], [-2.45734, -1.26503, 0.14427], [-1.80828, 0.20483, 3.27938], [4.28463, -3.34015, -0.35737], [-1.84481, -2.89329, 1.97901], [3.16951, 1.95034, -4.15874], [-4.61678, -0.05717, -2.14271], [-0.06212, 4.56029, 2.33850], [1.96824, 1.19812, 0.74725], [2.43581, -2.30060, -0.38900], [1.27656, 0.87892, -1.59620], [0.78075, 2.71570, 1.73947], [0.39415, -1.44699, -0.49854], [-4.01848, -2.88414, 0.61189], [-0.84745, 3.15964, 3.06565], [-1.15876, 3.54864, 1.37944], [-3.69484, 0.02629, -1.57148], [-0.46921, 1.88034, -2.41656], [0.58577, 2.72248, -4.17900], [0.30232, -2.74524, -0.79780], [-2.34754, 2.40283, -1.54104], [4.59551, 0.79061, 1.57316], [1.57056, -3.32742, -0.71238], [-2.84869, 0.05723, -2.25965], [-4.53852, -2.10005, -0.36427], [-0.92886, -3.44046, -1.28444], [-2.71703, -2.35575, 0.91790], [-5.49567, -2.17560, -0.85357], [0.59807, 2.12652, -3.28233], [2.13324, 2.99234, 2.00351], [0.70137, 1.62292, 0.99198], [3.32126, 0.29279, -0.78692], [-1.82695, 2.49388, -2.48994], [3.75618, 1.97931, -2.49218], [2.17452, 0.28391, -0.45895], [-0.63676, -4.16675, -2.04205], [2.52268, 3.81137, 2.58429], [-2.43999, 2.05728, -3.27891], [-3.65300, -0.43192, 3.20275], [4.32843, 1.80688, 1.28223], [-2.59207, 1.65837, 4.14936], [-1.81212, -2.15381, 2.78056], [3.90994, -2.33532, -0.17405]], "mulliken_charge": [0.80, 0.38, 0.10, 0.97, 0.45, 0.14, 0.21, 0.28, -1.37, -0.44, 0.57, -1.42, 0.23, 0.51, 0.03, -0.47, 0.53, 1.27, 0.56, 0.26, -0.73, 0.47, 0.83, -0.87, 0.18, 1.03, 1.57, 0.39, -0.35, 0.38, 0.48, 0.45, 0.75, 0.70, 1.09, 0.72, 0.24, -0.88, 0.18, 0.16, -0.88, 0.66, 0.52, 0.57, 0.22, 0.24, -1.40, 0.15, -1.38, -1.09, 0.09, 0.55, -1.40, -1.46, 0.26, -0.24, -1.60, 0.23, -1.81, 0.51, 0.51, 0.33, -0.48, -1.35, -0.37, -0.32, -1.41], "total_energy_ev": -108679.143, "orbital_gap_ev": [6.1, 7.3], "molar_mass_da": 699.6, "lumo_energy_ev": [-2.2411, -1.4537], "total_charge": 0}

2.
{"formula": "C21H30BrN4O2S4Sc", "method": "ωB97M-V/def2-TZVPD", "symbols": ["Br", "S", "H", "H", "C", "C", "H", "S", "C", "S", "C", "H", "H", "C", "H", "C", "C", "H", "O", "H", "H", "C", "C", "H", "C", "H", "C", "C", "Sc", "H", "H", "H", "H", "H", "H", "C", "N", "C", "H", "H", "H", "C", "H", "H", "C", "S", "H", "H", "N", "N", "C", "H", "N", "H", "O", "C", "H", "C", "H", "H", "C", "H", "C"], "positions_angstrom": [[16.59746, 8.92416, 11.18110], [11.78608, 9.49633, 6.41852], [13.78335, 9.14646, 7.67183], [14.10008, 10.65188, 10.38133], [7.63961, 8.72439, 11.40526], [10.51192, 9.79704, 7.66010], [12.54583, 6.04418, 5.23204], [11.86697, 10.56144, 10.02532], [9.19483, 5.39331, 12.19512], [14.36745, 7.32165, 5.90857], [12.70426, 7.12169, 5.31711], [9.17437, 5.35304, 11.10955], [12.27751, 5.35308, 12.49103], [6.23309, 8.47997, 11.66996], [15.07226, 5.87337, 9.42403], [12.30649, 6.23471, 10.56519], [12.50036, 6.22866, 11.89252], [7.46665, 6.65537, 14.54950], [9.72696, 6.69315, 12.58371], [13.40630, 5.72005, 7.53620], [10.41365, 8.88552, 8.30096], [14.87069, 8.10143, 11.12975], [13.57684, 10.45060, 9.44230], [12.74598, 7.57281, 4.28252], [8.40254, 8.07541, 10.46325], [11.53192, 7.22807, 7.11631], [14.19949, 9.34256, 8.63761], [12.92943, 7.46604, 12.56049], [10.99465, 8.12317, 11.28498], [16.04926, 7.03000, 8.51792], [13.66423, 11.40206, 8.76994], [8.55863, 11.01128, 13.75208], [14.49692, 8.77118, 13.08730], [10.65859, 7.48663, 5.71275], [9.88878, 4.57915, 12.50155], [10.86861, 10.99425, 8.60811], [7.93999, 10.38767, 13.22265], [8.45966, 9.62028, 12.17585], [9.17287, 7.90452, 14.19258], [9.52731, 10.03504, 7.27398], [7.77071, 4.22274, 13.17302], [11.62813, 7.70570, 6.13496], [8.45095, 5.37971, 15.23772], [15.28681, 9.57679, 8.53829], [7.94286, 5.26957, 13.02753], [14.10857, 7.84713, 9.61682], [10.36418, 6.60618, 14.56902], [11.32683, 11.76877, 7.95723], [9.30261, 7.61835, 9.87974], [12.60248, 7.38505, 9.77858], [15.03869, 6.63676, 8.66258], [6.96819, 10.54646, 13.24087], [5.14620, 8.31718, 11.96223], [10.00173, 11.49187, 8.95818], [9.76942, 9.67596, 11.98687], [8.24979, 5.98861, 14.33974], [15.19053, 5.40169, 7.16323], [9.45141, 6.83255, 14.04949], [12.01910, 5.34530, 9.97550], [7.03707, 5.69132, 12.66668], [14.41658, 6.14185, 7.36854], [12.77045, 7.48667, 13.65181], [14.13446, 8.14532, 12.24408]], "mulliken_charge": [0.00, -0.16, -0.04, 0.46, 0.08, 0.20, 0.42, 0.12, -0.69, -0.05, -0.92, 0.40, 0.53, -0.32, 0.60, -0.49, -0.25, 0.29, 0.67, 0.28, -0.49, -0.68, -0.85, 0.39, 0.52, -0.24, -0.52, -0.88, -0.19, 0.63, 0.49, 0.28, 0.45, 0.62, 0.37, -1.01, -0.39, 1.02, 0.23, 0.71, 0.43, 0.00, 0.32, 0.60, -0.68, 0.67, 0.43, 0.52, -0.58, 0.32, -1.16, 0.23, -0.38, 0.55, -0.62, -0.68, 0.45, -0.55, 0.48, 0.26, -0.50, 0.56, -0.23], "total_energy_ev": -166386.817, "orbital_gap_ev": 7.4, "molar_mass_da": 623.6, "lumo_energy_ev": -6.5389, "total_charge": 2}

3.
{"formula": "C21H30ClCoN4O5Si", "method": "ωB97M-V/def2-TZVPD", "symbols": ["Co", "N", "H", "N", "H", "C", "H", "H", "C", "C", "H", "H", "C", "C", "C", "H", "C", "N", "H", "H", "H", "O", "H", "H", "H", "C", "H", "H", "H", "H", "H", "Cl", "C", "H", "H", "H", "C", "C", "C", "H", "O", "C", "H", "H", "C", "C", "O", "H", "C", "H", "O", "C", "H", "O", "H", "H", "C", "Si", "C", "H", "C", "C", "N"], "positions_angstrom": [[-0.63464, -0.03867, 0.08753], [-1.85952, -0.15412, 4.70283], [3.78916, 3.63299, 1.37914], [-0.47490, -4.01686, 2.44990], [3.26829, 1.66841, 3.95483], [-0.73549, 1.26024, -3.35601], [-2.83753, 1.75626, 4.90398], [-3.96365, 0.56674, -4.01231], [0.35794, -2.06157, -2.91178], [-2.36990, 1.43414, 2.85215], [-2.21374, -0.62082, 5.52475], [3.07065, -2.52091, -2.94778], [-2.90799, 0.70452, -4.20627], [-2.75777, 0.89216, 4.23872], [-1.02620, 0.74770, -5.67026], [-0.61200, -1.68239, -2.59538], [3.25498, 1.07471, 3.03672], [1.02191, -0.69846, -1.03183], [2.53165, 3.70942, 0.13879], [-0.85439, -4.87680, 2.10400], [-1.29471, -0.16342, 2.58458], [-2.78879, 2.49008, 2.47277], [-0.93791, 0.20987, 4.91382], [-0.03407, -4.00421, 3.35192], [-0.30503, -3.21159, -0.35776], [-0.19519, 1.11603, -4.62633], [-3.00868, 0.23468, -6.30726], [-2.69901, -1.52165, 0.55017], [-1.79500, -3.87266, 0.31977], [3.98513, -0.00572, 0.42194], [3.79464, 2.48573, 0.03295], [-0.35285, 0.54422, -7.27002], [-2.69973, 1.23000, -1.74683], [-0.08974, 3.01132, 1.99379], [4.74252, -1.54654, -1.37811], [-2.20349, -1.83919, -1.10256], [-2.38138, 0.53142, -5.47721], [1.90611, -0.12844, -0.16381], [1.42263, -1.52009, -1.99768], [0.34285, -3.15340, -2.89285], [0.01777, -1.85460, 2.12173], [0.76948, 2.82672, 2.64047], [2.95232, 0.05711, 3.29926], [0.53989, -1.74550, -3.94025], [3.15017, 3.02909, 0.72933], [2.76160, -1.84827, -2.15858], [-1.85792, 1.21690, -0.79729], [-0.10447, 1.51542, -2.51387], [-0.49760, -2.87934, 1.69931], [0.41325, 2.30578, 3.53387], [-1.55330, 0.67093, 2.12634], [-1.82229, -1.70495, -0.08499], [-3.75837, 0.46876, 4.13276], [-3.92046, 1.36719, -1.66892], [0.85908, 1.28164, -4.80666], [1.16993, 3.79257, 2.95880], [3.69254, -1.29456, -1.27642], [2.07405, 1.81725, 1.72744], [3.28569, -0.43761, -0.28224], [4.28283, 1.02777, 2.66627], [-2.09345, 1.06362, -3.13957], [-1.12825, -3.00041, 0.33622], [1.31233, 0.66129, 0.73399]], "mulliken_charge": [0.74, -0.52, 0.34, -0.43, 0.38, 0.11, 0.35, 0.47, -1.25, 0.39, 0.22, 0.47, -0.46, -0.57, 0.56, -0.07, -1.18, 0.71, 0.29, 0.19, 0.03, -0.59, 0.12, 0.25, 0.01, -0.83, 0.42, 0.70, 0.50, 0.31, 0.36, -0.27, -0.11, 0.22, 0.38, 0.37, -0.64, 0.52, 0.49, 0.36, -0.58, -0.98, 0.30, 0.44, -1.13, -0.98, -0.59, 0.41, 0.34, 0.16, 0.35, -1.23, 0.33, -0.77, 0.42, 0.45, -0.60, -0.30, -0.76, 0.34, 0.05, -0.36, 0.34], "spin_multiplicity": 2, "total_energy_ev": -96493.715, "orbital_gap_ev": [7.1, 6.9], "s_squared": 1.2056, "molar_mass_da": 541.0, "lumo_energy_ev": [2.5945, 2.5925], "total_charge": -1}

4.
{"formula": "C21H30ClF3N4O4STeTl", "method": "ωB97M-V/def2-TZVPD", "symbols": ["O", "C", "C", "H", "C", "O", "H", "O", "F", "H", "H", "H", "C", "H", "H", "H", "C", "C", "H", "C", "C", "C", "H", "S", "H", "C", "C", "H", "Te", "H", "H", "C", "F", "H", "C", "F", "C", "C", "H", "H", "C", "H", "H", "H", "H", "N", "H", "C", "H", "H", "H", "C", "O", "Tl", "H", "C", "H", "C", "Cl", "N", "H", "C", "H", "N", "H", "N"], "positions_angstrom": [[0.30673, 0.52091, -1.81347], [1.65970, -5.75596, -3.19832], [4.93565, 1.31278, 0.73383], [-1.86062, 3.54454, -0.89126], [-1.66719, 3.30077, 2.55502], [-0.00381, 1.37477, -3.98923], [-3.31224, 1.73441, -1.70197], [0.00908, 2.83499, -2.12414], [4.77799, -0.78816, 3.43680], [2.36236, -5.23867, -3.85325], [0.19481, 2.71191, -0.20545], [-4.13990, 1.00315, 1.74013], [2.84245, 0.47172, 1.54432], [-4.34325, 2.75592, 1.77731], [0.00287, -3.82421, -4.11550], [-2.25837, 4.18629, 2.80147], [-0.65712, -2.94134, -0.92673], [-2.55003, 2.07002, 2.74828], [-2.34337, -2.48938, -3.66730], [0.16449, -3.85941, -0.25247], [0.04363, -3.84183, -3.03132], [-1.12645, 3.50824, 1.14278], [1.23411, -4.42204, 1.51352], [1.73618, -0.21702, 2.71561], [4.91351, 1.98673, -1.31552], [0.85326, -4.77221, -2.39810], [3.01574, 1.25160, -0.65794], [-0.84575, 3.27668, 3.27633], [-1.90006, -1.67175, 0.23575], [-4.44995, 0.99863, -0.71772], [-2.96387, 4.24206, 0.30862], [4.19065, 0.76879, 1.76644], [4.21148, 1.19166, 4.08500], [1.01198, -6.36410, -3.83093], [-2.95282, 2.08463, 0.28188], [6.11532, 0.87562, 3.11744], [0.29861, -3.93260, 1.24776], [4.34821, 1.56445, -0.49849], [-3.08490, 2.18904, 3.69537], [0.77829, 2.74555, 1.31545], [-0.72128, -2.91863, -2.32726], [-2.22830, 1.28774, 0.14198], [2.48837, 1.40577, -1.58939], [1.54524, -5.46546, -0.49641], [-2.26075, 0.04753, 3.02104], [-0.05856, 2.54261, 0.77424], [0.29548, -2.95085, 1.71800], [0.90439, -4.75820, -1.01035], [-0.99936, 0.95422, 3.49075], [5.97856, 1.54323, 0.89854], [-2.00438, -1.17986, -2.53199], [-1.55030, -1.95744, -3.13740], [-1.80006, 1.36316, -2.46828], [0.05512, 0.09593, 0.82844], [-0.92725, -1.46945, -3.88821], [4.82708, 0.50771, 3.10947], [-0.70361, 4.51502, 1.09446], [-3.60915, 1.95528, 1.64140], [-0.35742, 1.52765, -2.63028], [2.29738, 0.71965, 0.33451], [-0.51726, -4.50767, 1.69123], [-2.25925, 3.42594, 0.11884], [2.22687, -6.42336, -2.55194], [-1.71082, 0.86361, 2.77096], [-4.54986, 2.63497, -0.99638], [-3.90830, 1.85374, -0.85593]], "mulliken_charge": [-0.48, -1.47, -0.15, 0.60, -1.41, -0.68, 0.43, -0.78, -0.21, 0.34, 0.14, 0.54, 0.59, 0.35, 0.46, 0.47, -0.09, -0.02, 0.44, 0.84, -0.72, -0.02, 0.39, -0.25, 0.45, 0.65, -0.20, 0.48, 0.10, 0.46, 0.46, -0.09, -0.21, 0.35, 1.39, -0.30, -1.52, -1.10, 0.34, 0.39, 1.03, -1.21, 0.44, 0.32, 0.26, -0.47, 0.21, -0.96, 0.28, 0.55, 0.01, -1.53, -0.89, 1.31, 0.37, 0.53, 0.40, -1.52, 1.73, -0.20, 0.31, -1.37, 0.36, -0.39, 0.41, 0.11], "total_energy_ev": -79900.605, "orbital_gap_ev": 7.4, "molar_mass_da": 859.0, "lumo_energy_ev": -3.4610, "total_charge": 1}